{"formula": "C41H42BBrN6OPS2TeV", "method": "the ωB97M-V functional and the def2-TZVPD basis", "elements": ["V", "C", "C", "C", "C", "C", "Br", "N", "C", "H", "H", "H", "H", "H", "H", "C", "N", "C", "C", "N", "B", "N", "C", "C", "N", "C", "C", "S", "C", "S", "H", "H", "H", "H", "H", "H", "H", "H", "H", "H", "H", "H", "O", "N", "C", "C", "C", "C", "C", "C", "C", "P", "C", "C", "C", "C", "C", "C", "C", "C", "C", "C", "C", "C", "H", "H", "H", "H", "H", "H", "H", "H", "H", "H", "H", "H", "H", "H", "H", "H", "C", "Te", "C", "C", "C", "C", "C", "C", "C", "H", "H", "H", "H", "H", "H", "H", "H"], "positions_angstrom": [[-0.61286, -0.61921, 0.40933], [3.47595, 3.18842, -0.96360], [3.05094, 1.96479, -0.21513], [3.92691, 1.24206, 0.58963], [3.50668, 0.09065, 1.23952], [2.19459, -0.28181, 1.04946], [1.46132, -1.79547, 1.94087], [1.33453, 0.37679, 0.29320], [1.75380, 1.48236, -0.32850], [4.34075, 3.65615, -0.49556], [2.66940, 3.91937, -1.01071], [3.73593, 2.92467, -1.99150], [4.94719, 1.58345, 0.71408], [4.16158, -0.48337, 1.87780], [1.01578, 1.99223, -0.93639], [-5.06539, -0.46721, 1.22309], [-4.71433, -0.95631, -0.09565], [-5.45405, -0.72233, -1.23406], [-4.81530, -1.35614, -2.24196], [-3.69606, -1.97215, -1.73416], [-2.70662, -2.67440, -2.75465], [-1.77605, -3.69269, -2.05946], [-2.04846, -5.03588, -1.94592], [-0.94912, -5.65521, -1.46361], [0.00457, -4.67635, -1.28718], [1.35076, -4.88717, -0.79253], [-0.51634, -3.48779, -1.65017], [0.36130, -2.00732, -1.56375], [-3.63832, -1.71572, -0.42278], [-2.47398, -2.27565, 0.73066], [-5.07088, 0.62295, 1.22719], [-4.32717, -0.83045, 1.93249], [-6.04943, -0.83867, 1.50548], [-6.36265, -0.14818, -1.21068], [-5.06110, -1.43069, -3.28550], [-3.40962, -3.25803, -3.53149], [-2.03921, -1.84040, -3.29715], [-3.00628, -5.43225, -2.22866], [-0.75000, -6.68780, -1.24329], [1.55279, -5.95507, -0.79548], [1.44944, -4.49948, 0.22055], [2.06364, -4.37990, -1.43833], [-1.61567, 0.43701, -2.17347], [-1.72523, 0.70502, -0.82712], [-2.44132, 1.74424, -0.63874], [-2.91420, 2.35726, 0.60902], [-3.88278, 3.34390, 0.37128], [-4.52113, 4.00985, 1.40115], [-4.19620, 3.69631, 2.70936], [-3.22707, 2.73866, 2.96237], [-2.56506, 2.06050, 1.94173], [-1.21576, 0.90528, 2.41022], [-1.68006, 0.26700, 4.04852], [-1.43301, 0.97962, 5.22452], [-1.80774, 0.45764, 6.45055], [-2.42635, -0.78466, 6.52054], [-2.65982, -1.50561, 5.36070], [-2.28247, -0.98671, 4.12954], [0.14298, 2.06433, 2.78244], [0.20267, 3.32852, 2.20151], [1.29261, 4.15663, 2.43190], [2.33160, 3.73174, 3.24560], [2.27995, 2.47232, 3.82781], [1.19607, 1.64037, 3.59452], [-1.16003, -0.43439, -2.23959], [-2.83169, 2.20575, -1.54290], [-4.14836, 3.58060, -0.65104], [-5.26705, 4.76050, 1.17889], [-4.68561, 4.19438, 3.53555], [-2.98670, 2.51235, 3.99099], [-0.93113, 1.93854, 5.18974], [-1.61174, 1.01910, 7.35431], [-2.71470, -1.18998, 7.48129], [-3.12965, -2.47927, 5.40612], [-2.46732, -1.55539, 3.22736], [-0.60684, 3.68475, 1.57639], [1.32008, 5.14178, 1.98447], [3.17401, 4.38329, 3.43713], [3.08103, 2.13749, 4.47417], [1.16041, 0.66430, 4.06505], [3.43112, 0.71068, -5.53484], [2.09214, 0.57322, -3.87333], [3.62949, -0.56508, -2.92353], [4.66710, -0.83954, -3.98257], [5.73184, -1.69836, -3.71846], [6.70256, -1.93755, -4.67499], [6.61895, -1.31206, -5.91254], [5.56479, -0.45750, -6.18128], [4.58122, -0.21573, -5.22475], [3.76799, 1.73565, -5.67758], [2.90515, 0.39045, -6.43194], [3.19669, -1.48239, -2.52512], [4.06601, -0.00063, -2.09985], [5.79417, -2.18509, -2.75177], [7.52144, -2.61112, -4.45977], [7.37233, -1.49532, -6.66697], [5.49569, 0.02655, -7.14812]], "charge": 1, "relative_energy_kcal_mol": 0.00, "e_lumo_ha": [-0.09507, -0.10244], "homo_lumo_gap_ev": [6.93, 6.75], "multiplicity": 4, "homo_energy_ev": [-9.518, -9.534]}

=====

{"formula": "C41H42FN9O6PtSSe", "method": "the ωB97M-V functional and the def2-TZVPD basis", "elements": ["Pt", "C", "C", "N", "C", "C", "C", "O", "O", "C", "O", "C", "C", "C", "F", "C", "C", "C", "N", "C", "C", "N", "C", "C", "H", "H", "H", "H", "H", "H", "H", "H", "H", "H", "H", "H", "H", "H", "H", "H", "H", "H", "N", "C", "C", "C", "C", "C", "C", "S", "N", "C", "C", "C", "C", "C", "C", "N", "H", "H", "H", "H", "H", "H", "H", "H", "H", "C", "C", "C", "C", "C", "C", "O", "N", "C", "O", "N", "C", "O", "H", "H", "H", "H", "H", "H", "H", "H", "H", "H", "H", "Se", "C", "C", "C", "N", "C", "C", "H", "H", "H", "H"], "positions_angstrom": [[0.52009, -2.13035, 0.70053], [-4.76741, 2.95663, 3.18858], [-3.28763, 3.32989, 3.19148], [-2.54318, 2.44539, 2.30812], [-2.03031, 1.32093, 2.84046], [-1.44137, 0.29821, 2.15171], [-0.93032, -0.84897, 3.03041], [-1.25646, -0.81742, 4.20256], [-0.21150, -1.79018, 2.54792], [-1.36188, 0.39183, 0.72509], [-1.04843, -0.49619, -0.08231], [-1.75890, 1.69120, 0.18948], [-1.48338, 1.94407, -1.15284], [-1.83236, 3.13265, -1.72658], [-1.42480, 3.33844, -3.00394], [-2.58784, 4.09619, -1.02824], [-2.85757, 3.83492, 0.31247], [-2.40127, 2.67630, 0.96107], [-3.12388, 5.22197, -1.65591], [-3.01540, 5.35098, -3.10033], [-3.93811, 6.47348, -3.58393], [-5.07505, 6.56486, -2.63620], [-4.62133, 7.09110, -1.31650], [-3.22844, 6.50866, -1.00722], [-5.31962, 3.61612, 3.84980], [-4.88383, 1.93512, 3.54167], [-5.19410, 3.02922, 2.19070], [-2.88562, 3.20471, 4.19860], [-3.13154, 4.37016, 2.89924], [-2.10971, 1.21382, 3.91561], [-0.95602, 1.19665, -1.72317], [-3.45335, 4.54711, 0.85755], [-3.33141, 4.40578, -3.54395], [-1.98886, 5.55571, -3.43029], [-4.28973, 6.25147, -4.59260], [-3.42382, 7.43367, -3.60593], [-5.43940, 5.61259, -2.50056], [-5.82872, 7.14729, -3.01403], [-5.35058, 6.80166, -0.56109], [-4.58473, 8.17974, -1.34876], [-3.09306, 6.42186, 0.06863], [-2.44689, 7.18552, -1.37437], [0.29577, -3.27202, -3.27641], [1.37801, -2.92610, -4.04432], [1.37145, -3.17571, -5.42234], [2.46323, -2.84808, -6.19535], [3.59208, -2.26204, -5.61724], [3.61212, -1.99024, -4.26635], [2.51145, -2.31226, -3.47509], [2.56408, -1.94002, -1.76646], [1.12630, -2.49563, -1.17404], [0.14677, -3.09311, -1.92611], [-1.02229, -3.49750, -1.24179], [-2.13409, -4.16410, -1.81792], [-3.20246, -4.51313, -1.03493], [-3.18657, -4.21009, 0.33637], [-2.08489, -3.56303, 0.85260], [-1.04852, -3.21136, 0.10482], [-0.47177, -3.71245, -3.76411], [0.50193, -3.62919, -5.87411], [2.44963, -3.05166, -7.25466], [4.44822, -2.02244, -6.22640], [4.47254, -1.53765, -3.79953], [-2.13914, -4.40971, -2.86850], [-4.05517, -5.01655, -1.46423], [-4.00655, -4.47803, 0.97950], [-2.01916, -3.31381, 1.90633], [2.88080, 0.59172, 4.31802], [3.25464, 1.56052, 3.20174], [3.55239, 0.82970, 1.87086], [3.94145, 1.86615, 0.79182], [4.17471, 1.25030, -0.58420], [4.73467, -0.08577, 2.08579], [5.82420, 0.29363, 2.41658], [4.49648, -1.42916, 1.85405], [3.33024, -1.99300, 1.40346], [3.30640, -3.19201, 1.12578], [2.25901, -1.19759, 1.23058], [2.27331, 0.14666, 1.42811], [1.25688, 0.78310, 1.20902], [2.68319, 1.13999, 5.23587], [3.69246, -0.10629, 4.51500], [1.98718, 0.02487, 4.05996], [4.13852, 2.13080, 3.49086], [2.43109, 2.25425, 3.02053], [4.85080, 2.37261, 1.11827], [3.13095, 2.59386, 0.73205], [4.96843, 0.50557, -0.55869], [4.47133, 2.03177, -1.27996], [3.26588, 0.78225, -0.96112], [5.28221, -2.05936, 1.97338], [1.40113, -4.99017, 0.95161], [2.32776, -6.47901, 1.71603], [3.01636, -7.30286, 0.82560], [3.68989, -8.40137, 1.33615], [3.68903, -8.68805, 2.61880], [3.04643, -7.91877, 3.47040], [2.33846, -6.79180, 3.07109], [3.01531, -7.08574, -0.23139], [4.23897, -9.07582, 0.69538], [3.09678, -8.22056, 4.50707], [1.80743, -6.18734, 3.78881]], "charge": 2, "e_lumo_ha": [-0.17467, -0.25319], "homo_lumo_gap_ev": [6.01, 5.23], "multiplicity": 5, "homo_energy_ev": [-10.765, -12.119]}

=====

{"formula": "C41H43BKN15OS2", "method": "the ωB97M-V functional and the def2-TZVPD basis", "elements": ["K", "C", "C", "C", "C", "N", "N", "B", "N", "C", "C", "C", "C", "N", "N", "C", "C", "C", "C", "N", "N", "C", "C", "C", "C", "N", "H", "H", "H", "H", "H", "H", "H", "H", "H", "H", "H", "H", "H", "H", "H", "H", "H", "H", "H", "H", "S", "C", "C", "N", "C", "S", "C", "N", "C", "C", "C", "C", "C", "C", "N", "N", "C", "C", "C", "C", "C", "N", "H", "H", "H", "H", "H", "H", "H", "H", "H", "C", "C", "N", "C", "C", "C", "O", "C", "C", "C", "C", "N", "C", "H", "H", "H", "H", "H", "H", "H", "H", "H", "H", "H", "H", "H", "H"], "positions_angstrom": [[0.41446, -0.43097, -1.19217], [0.60141, -2.96077, 1.94742], [1.86110, -2.48490, 1.29822], [2.99093, -3.23208, 0.91375], [3.81046, -2.31381, 0.29889], [3.20258, -1.11003, 0.33890], [1.99822, -1.21291, 0.94933], [3.80281, 0.20335, -0.26327], [2.99617, 1.44668, 0.15608], [3.45702, 2.44049, 0.94694], [2.45087, 3.36243, 1.11086], [1.37441, 2.84395, 0.36402], [0.00167, 3.40705, 0.17290], [1.71046, 1.69787, -0.20102], [3.90419, -0.00572, -1.79359], [4.95871, -0.45366, -2.49699], [4.51462, -0.79144, -3.75951], [3.13442, -0.51410, -3.73351], [2.12673, -0.65966, -4.83002], [2.77656, -0.05549, -2.54088], [5.22106, 0.34520, 0.32953], [5.61037, -0.04363, 1.56421], [6.84287, 0.50853, 1.81634], [7.14068, 1.24328, 0.64858], [8.35589, 2.05758, 0.33870], [6.15545, 1.15224, -0.22903], [0.81076, -3.54271, 2.84645], [0.02676, -3.58827, 1.26201], [-0.01566, -2.10454, 2.22247], [3.17425, -4.28417, 1.05772], [4.78304, -2.42869, -0.15260], [4.46413, 2.44588, 1.32894], [2.49113, 4.28119, 1.67176], [0.01851, 4.49435, 0.25518], [-0.70297, 3.03026, 0.91999], [-0.38305, 3.13889, -0.81106], [5.94724, -0.47012, -2.07229], [5.10262, -1.15366, -4.58654], [2.59387, -1.08306, -5.71953], [1.69073, 0.30638, -5.08735], [1.30372, -1.31475, -4.53386], [4.98172, -0.66905, 2.17609], [7.44425, 0.39296, 2.70272], [9.27006, 1.48383, 0.50053], [8.40703, 2.94696, 0.97004], [8.32279, 2.37896, -0.70092], [-2.68676, 0.29485, -2.59152], [-2.80466, 1.32730, -3.97491], [-4.04971, 1.34847, -4.67346], [-5.07051, 1.35007, -5.21087], [-1.68281, 2.03006, -4.40195], [-0.21510, 2.16273, -3.60304], [-1.80992, 2.75170, -5.65846], [-1.90187, 3.33116, -6.64721], [-4.70259, -1.34789, 2.05310], [-5.09112, -2.21329, 0.89708], [-4.22742, -2.51945, -0.07612], [-2.93895, -1.84227, -0.16681], [-2.83272, -0.52399, 0.51940], [-3.36561, -0.62746, 1.95133], [-1.89008, -2.25369, -0.84405], [-2.03817, -3.38673, -1.49605], [-0.85457, -3.77576, -2.12458], [-0.93165, -4.79385, -3.07266], [0.22171, -5.14124, -3.75788], [1.40880, -4.48933, -3.46775], [1.39211, -3.51524, -2.46808], [0.29746, -3.16837, -1.81722], [-4.82369, -1.91674, 2.98190], [-6.08900, -2.63766, 0.90818], [-4.47183, -3.23287, -0.85144], [-1.79768, -0.18221, 0.54476], [-2.60568, -0.91824, 2.67290], [-1.88533, -5.26307, -3.26952], [0.19043, -5.90844, -4.52126], [2.32295, -4.72043, -3.99612], [2.29789, -2.98575, -2.18658], [-3.96534, -0.30580, 5.37519], [-4.72101, 0.80862, 4.64448], [-4.06586, 1.38804, 3.47601], [-2.69500, 1.83058, 3.71977], [-2.61043, 2.93434, 4.76132], [-4.18918, 0.67556, 2.22930], [-5.42642, -0.09354, 2.14958], [-3.99570, 1.51894, 1.01605], [-4.02593, 2.84561, 0.89557], [-3.66108, 3.45959, -0.36247], [-3.13529, 2.67902, -1.32886], [-2.98684, 1.32599, -1.20278], [-3.68411, 0.61335, -0.14303], [-4.58791, -0.70162, 6.17992], [-3.03773, 0.05323, 5.82354], [-3.71653, -1.13461, 4.71047], [-4.90951, 1.62331, 5.34778], [-5.69416, 0.44628, 4.32395], [-2.29280, 2.20283, 2.77841], [-2.04810, 0.99210, 4.02091], [-3.26479, 3.76324, 4.48656], [-1.58660, 3.30547, 4.81951], [-2.89471, 2.58964, 5.75682], [-4.26544, 3.46011, 1.75662], [-3.69628, 4.52912, -0.49890], [-2.74587, 3.09782, -2.24635], [-4.60642, 0.16029, -0.54486]], "charge": -1, "relative_energy_kcal_mol": 68.09, "e_lumo_ha": [0.06691, -0.00400], "homo_lumo_gap_ev": [6.89, 4.97], "multiplicity": 2, "homo_energy_ev": [-5.068, -5.080]}

=====

{"formula": "C41H43BN5O2OsPSi", "method": "the ωB97M-V functional and the def2-TZVPD basis", "elements": ["Os", "O", "N", "C", "C", "C", "C", "C", "C", "C", "P", "C", "C", "C", "C", "C", "C", "C", "C", "C", "C", "C", "C", "H", "H", "H", "H", "H", "H", "H", "H", "H", "H", "H", "H", "H", "H", "H", "H", "B", "N", "C", "C", "C", "N", "N", "C", "C", "C", "N", "H", "H", "H", "H", "H", "H", "H", "H", "C", "C", "C", "C", "C", "C", "Si", "C", "C", "C", "C", "C", "C", "H", "H", "H", "H", "H", "H", "H", "H", "H", "H", "H", "C", "C", "C", "O", "C", "H", "H", "H", "H", "H", "H", "H", "H"], "positions_angstrom": [[-0.11222, -0.02390, 0.37932], [-2.03262, 0.21927, 2.67982], [-1.56682, -0.63242, 1.67430], [-2.36146, -1.65073, 1.63122], [-2.37654, -2.86577, 0.84424], [-3.46684, -3.69793, 1.14315], [-3.59465, -4.94413, 0.55889], [-2.60948, -5.39066, -0.30723], [-1.52022, -4.58093, -0.60434], [-1.40605, -3.30438, -0.06980], [0.11892, -2.36248, -0.37678], [0.52850, -2.70363, -2.11438], [1.84711, -2.58792, -2.55940], [2.16803, -2.83422, -3.88444], [1.17036, -3.15455, -4.79416], [-0.14969, -3.21846, -4.37393], [-0.46980, -3.00332, -3.04129], [1.24534, -3.35613, 0.69499], [2.55264, -3.71572, 0.36791], [3.32520, -4.44695, 1.25770], [2.81362, -4.82770, 2.48837], [1.51396, -4.48261, 2.82278], [0.73910, -3.75611, 1.93435], [-1.75164, 1.10898, 2.41910], [-3.18548, -1.56045, 2.33346], [-4.21140, -3.35901, 1.85223], [-4.44350, -5.57053, 0.79508], [-2.68118, -6.37505, -0.75024], [-0.74772, -4.95856, -1.26122], [2.62545, -2.25134, -1.89007], [3.19710, -2.75761, -4.20992], [1.41998, -3.34372, -5.82948], [-0.93489, -3.44911, -5.08131], [-1.50596, -3.07045, -2.73726], [2.98868, -3.46302, -0.58253], [4.33198, -4.72601, 0.97703], [3.42079, -5.39948, 3.17717], [1.09684, -4.77969, 3.77573], [-0.27267, -3.50855, 2.22786], [-1.10169, 3.34236, -0.29479], [-1.87438, 2.12788, -0.92397], [-2.91845, 2.21188, -1.74388], [-3.32915, 0.93377, -2.10996], [-2.46114, 0.09285, -1.44703], [-1.59338, 0.82626, -0.71766], [-0.73566, 2.96652, 1.15786], [-0.75853, 3.79486, 2.20478], [-0.10450, 3.19694, 3.26944], [0.30301, 1.96930, 2.77613], [-0.07855, 1.82846, 1.49263], [-1.86286, 4.26480, -0.26752], [-0.10072, 3.55847, -0.90430], [-3.31578, 3.18019, -1.99942], [-4.15300, 0.66472, -2.74661], [-2.42192, -0.98497, -1.42394], [-1.22807, 4.75968, 2.10927], [0.04713, 3.58833, 4.25958], [0.81342, 1.17501, 3.29113], [2.83267, -2.03648, 5.08527], [1.54598, -1.98834, 4.56589], [1.32128, -1.42736, 3.32003], [2.36710, -0.87599, 2.57714], [3.65938, -0.92611, 3.12056], [3.88915, -1.51340, 4.35723], [2.43526, -0.05664, 0.88680], [3.52725, 1.42776, 0.91766], [4.62016, 1.42296, 0.04198], [5.55406, 2.44614, 0.06164], [5.40276, 3.49805, 0.95498], [4.33117, 3.51367, 1.83947], [3.40555, 2.48333, 1.82779], [3.01022, -2.47618, 6.05766], [0.71754, -2.39150, 5.13395], [0.30431, -1.41837, 2.95112], [4.50084, -0.49732, 2.58774], [4.89455, -1.54302, 4.75538], [2.94337, -0.94760, -0.17519], [4.75040, 0.60577, -0.66030], [6.39821, 2.42432, -0.61440], [6.12601, 4.30258, 0.96905], [4.22333, 4.32719, 2.54437], [2.58913, 2.50964, 2.53627], [0.35068, 1.66932, -3.58248], [1.28532, 2.67774, -2.89469], [1.84196, 1.94264, -1.68338], [0.95397, 0.79134, -1.44316], [0.53020, 0.39348, -2.78806], [0.63471, 1.48982, -4.61819], [-0.68284, 2.01093, -3.57915], [0.73342, 3.55829, -2.58586], [2.09648, 3.00553, -3.54221], [1.87287, 2.53559, -0.77586], [2.82689, 1.52409, -1.88868], [-0.35772, -0.21763, -2.69367], [1.33516, -0.20339, -3.20709]], "charge": 2, "relative_energy_kcal_mol": 61.40, "e_lumo_ha": [-0.28557, -0.28560], "homo_lumo_gap_ev": [6.00, 6.00], "homo_energy_ev": [-13.771, -13.771]}